# 1
The following is a quantum chemistry calculation of 9 unconnected molecules or ions with the total composition C36H88BN8O16 at a distorted geometry, from the OMol25 dataset.

Last column: Mulliken charge in e.
Geometry (Å):
1 O -10.1240 -12.2920 2.6555  -0.50
2 C -11.1088 -11.8054 3.1386  0.32
3 O -11.3088 -10.4850 3.4032  -0.63
4 B -12.6313 -10.2668 4.0111  1.32
5 O -13.1363 -11.6250 4.2363  0.40
6 C -12.3321 -12.5492 3.7373  0.38
7 O -12.5538 -13.6791 3.7460  -0.50
8 O -13.5428 -9.5653 3.0738  -0.78
9 C -13.9336 -8.4151 3.6157  0.38
10 O -14.5666 -7.5670 3.1143  -0.59
11 C -13.2620 -8.3211 5.0251  0.72
12 O -12.5473 -9.4123 5.1971  -0.56
13 O -13.2563 -7.3676 5.6960  -0.80
14 C -17.7231 -14.3608 -0.2643  -0.74
15 C -16.2321 -14.7245 0.0695  0.52
16 C -15.7027 -13.7020 1.0502  0.03
17 O -15.8172 -12.4047 0.4517  -0.46
18 C -15.2447 -11.3980 1.2066  0.26
19 N -16.0930 -15.9926 0.7437  -0.49
20 H -17.7900 -13.7749 -1.1913  0.30
21 H -18.2483 -13.8528 0.5424  -0.25
22 H -18.2895 -15.2718 -0.5217  0.48
23 H -15.6607 -14.6224 -0.8566  0.26
24 H -14.6650 -13.9628 1.3085  -0.24
25 H -16.3628 -13.7430 1.9413  0.10
26 H -15.9334 -11.0188 1.9805  -0.29
27 H -14.9495 -10.5642 0.5670  0.30
28 H -14.3258 -11.6916 1.7325  -0.22
29 H -16.1699 -15.9631 1.7367  0.17
30 H -16.4913 -16.7967 0.3150  0.20
31 C -12.3466 -16.7663 1.1895  -1.00
32 C -10.8614 -16.5162 1.4645  0.25
33 C -10.3559 -15.3823 0.6352  0.03
34 O -8.9343 -15.4541 0.5463  -0.35
35 C -8.3817 -14.2910 -0.0151  -0.16
36 N -10.6435 -16.3180 2.9003  -0.48
37 H -12.7858 -17.5197 1.8235  0.45
38 H -12.4710 -17.0830 0.1439  0.48
39 H -12.8885 -15.8185 1.3020  -0.23
40 H -10.3098 -17.4067 1.1194  0.25
41 H -10.7042 -14.4320 1.0961  -0.26
42 H -10.8818 -15.3855 -0.3570  0.34
43 H -8.8072 -13.3668 0.3902  0.14
44 H -8.4895 -14.3222 -1.1066  0.32
45 H -7.3267 -14.2962 0.2635  -0.11
46 H -9.6655 -15.9898 3.0123  0.29
47 H -11.1514 -15.4713 3.1996  0.35
48 C -11.1297 -16.0414 7.6697  -1.81
49 C -11.3458 -15.0669 6.5707  1.19
50 C -10.0113 -14.5216 6.1392  -0.14
51 O -9.3880 -13.6948 7.0805  -0.50
52 C -10.0452 -12.5243 7.4104  -0.58
53 N -12.0626 -15.7403 5.4570  -0.51
54 H -10.6807 -15.5248 8.5363  0.34
55 H -10.4267 -16.8302 7.3902  0.46
56 H -12.0542 -16.4484 8.0898  0.40
57 H -11.9656 -14.2756 6.9958  -0.43
58 H -10.1317 -13.9562 5.1956  -0.06
59 H -9.2968 -15.3311 5.9935  0.29
60 H -11.0304 -12.6468 7.8660  0.28
61 H -10.0358 -11.8034 6.5743  0.19
62 H -9.4126 -12.0341 8.1598  0.38
63 H -11.7824 -15.3024 4.5700  -0.25
64 H -11.7935 -16.7147 5.4521  0.40
65 C -6.6297 -12.4364 2.5133  -1.16
66 C -5.3070 -13.0632 2.2339  0.95
67 C -4.3203 -12.0170 1.8351  -0.90
68 O -3.1199 -12.6707 1.5731  -0.29
69 C -2.2106 -11.8208 0.8949  -0.73
70 N -4.7935 -13.8184 3.3860  -0.78
71 H -7.2802 -13.1599 3.0207  0.16
72 H -7.2071 -12.1871 1.6257  0.22
73 H -6.5461 -11.5644 3.1599  0.53
74 H -5.3735 -13.7075 1.3285  -0.10
75 H -4.1396 -11.3200 2.6630  0.38
76 H -4.6523 -11.5499 0.9051  0.38
77 H -2.6628 -11.2577 0.0649  0.29
78 H -1.3606 -12.3926 0.5287  0.26
79 H -1.7842 -11.0566 1.5942  0.27
80 H -5.4360 -14.5353 3.7006  0.24
81 H -3.9253 -14.2850 3.1314  0.26
82 C -11.5505 -9.5192 8.8786  -1.31
83 C -12.7501 -8.7491 9.4047  2.94
84 C -12.6825 -8.5209 10.8908  -0.94
85 O -14.0093 -8.3062 11.4068  -0.24
86 C -14.1631 -8.6273 12.7696  -0.87
87 N -12.9242 -7.4330 8.6188  -0.58
88 H -10.6512 -8.8880 8.8665  0.29
89 H -11.7192 -9.7444 7.8166  0.11
90 H -11.3342 -10.4638 9.3871  0.47
91 H -13.7049 -9.2720 9.2472  -1.98
92 H -12.1397 -7.5881 11.1207  0.23
93 H -12.1923 -9.3905 11.3419  0.42
94 H -13.8619 -9.6684 12.9814  0.35
95 H -15.2381 -8.5763 12.9919  0.25
96 H -13.6150 -7.9552 13.4444  0.30
97 H -12.8515 -7.6937 7.6215  0.13
98 H -11.9846 -6.9885 8.7688  0.38
99 C -16.0781 -11.7133 5.4647  -0.72
100 C -15.9726 -11.6090 7.0069  2.21
101 C -16.5149 -12.8417 7.6355  -1.44
102 O -17.9240 -12.8858 7.3603  -0.32
103 C -18.5573 -14.0453 7.8823  -0.78
104 N -14.5574 -11.3529 7.4827  -0.06
105 H -17.1141 -11.5545 5.1355  0.52
106 H -15.7491 -12.7056 5.1411  0.29
107 H -15.4806 -10.9386 4.9996  -0.57
108 H -16.5864 -10.7421 7.2366  -0.92
109 H -16.3809 -12.8305 8.7355  0.43
110 H -16.0100 -13.7460 7.2509  0.44
111 H -18.7320 -13.9831 8.9740  0.27
112 H -17.9317 -14.9428 7.7172  0.31
113 H -19.5128 -14.1517 7.3748  0.24
114 H -13.9242 -12.0068 6.9939  -0.02
115 H -14.2301 -10.4666 7.0793  -0.12
116 C -17.2926 -7.2336 5.6840  -1.26
117 C -16.8825 -7.0820 7.1145  0.14
118 C -16.7294 -8.4422 7.7176  0.48
119 O -16.2049 -8.3233 9.0224  -0.39
120 C -16.0081 -9.5459 9.7092  -0.45
121 N -15.6896 -6.3112 7.2741  -0.45
122 H -16.7942 -8.0503 5.1695  -0.09
123 H -17.1863 -6.3085 5.1219  0.42
124 H -18.3823 -7.4254 5.6792  0.49
125 H -17.6833 -6.5341 7.6229  0.49
126 H -16.0202 -9.0000 7.0546  -0.75
127 H -17.6852 -8.9893 7.6691  0.49
128 H -16.9326 -10.1135 9.8264  0.41
129 H -15.6527 -9.2547 10.7197  -0.10
130 H -15.1681 -10.1148 9.2998  0.36
131 H -15.8598 -5.3210 7.1835  0.29
132 H -15.0456 -6.5876 6.5321  0.01
133 C -17.7107 -9.1864 2.5498  -1.15
134 C -18.3301 -10.2129 1.6527  1.23
135 C -19.1154 -11.2432 2.4350  -0.49
136 O -19.4210 -12.3068 1.5592  -0.35
137 C -20.1617 -13.2683 2.1947  -0.87
138 N -19.2566 -9.5555 0.6440  -0.90
139 H -18.4508 -8.4599 2.8771  0.50
140 H -16.7840 -8.7667 2.1474  0.34
141 H -17.3042 -9.6012 3.4960  -0.27
142 H -17.5801 -10.8073 1.1013  0.19
143 H -20.0584 -10.8518 2.8609  0.46
144 H -18.5405 -11.6361 3.2953  -0.06
145 H -19.5949 -13.6803 3.0544  0.30
146 H -20.3438 -14.1066 1.5144  0.29
147 H -21.1597 -12.9641 2.5577  0.34
148 H -18.7080 -9.2887 -0.1780  0.28
149 H -19.8673 -10.2999 0.2838  0.35

Net charge: -1
2S+1: 1
Energy relative to the best compared isomer or geometry (same formula, charge and spin) in kJ/mol: 0.0
F_max in eV/A: 4.60
DFT total energy in hartree: -3091.32237
HOMO-LUMO gap in eV: 8.455

---

# 2
The following is a quantum chemistry calculation of 3 unconnected molecules or ions with the total composition C20H56N7O7P3S at a distorted geometry, from the OMol25 dataset.

Last column: Mulliken charge in e.
Geometry (Å):
1 C 7.8686 -2.6592 -1.4743  -1.01
2 C 6.4253 -2.4311 -0.8798  0.59
3 S 5.4540 -3.9815 -0.6813  -0.17
4 C 3.7385 -3.5156 -0.1531  -0.22
5 O 2.7750 -3.6838 -1.2275  -0.38
6 P 2.1224 -2.2120 -1.7043  0.29
7 O 1.1776 -2.4951 -2.8439  -0.71
8 O 1.2101 -1.5163 -0.4398  -0.03
9 N -0.1081 -1.2599 -0.8860  -0.24
10 O 3.4148 -1.2289 -2.1138  0.53
11 C 3.1890 -0.5481 -3.3670  -0.68
12 C 4.4258 0.3018 -3.8411  -0.79
13 C 5.3723 0.7756 -2.6794  -0.20
14 C 4.6201 1.4752 -1.4865  -0.46
15 O 5.0566 0.8949 -0.2573  -0.40
16 C 3.9945 0.8794 0.7071  -0.35
17 H 8.1501 -3.7301 -1.6140  0.33
18 H 8.0377 -2.0641 -2.4101  0.25
19 H 8.6113 -2.2451 -0.7381  0.27
20 H 5.8680 -1.7815 -1.5995  -0.64
21 H 6.5469 -1.8547 0.0754  0.31
22 H 3.3991 -4.1793 0.6852  0.38
23 H 3.7082 -2.4673 0.2364  0.00
24 H -0.0345 -0.3930 -1.4309  0.19
25 H -0.6767 -0.9916 -0.0759  0.15
26 H 3.0089 -1.3303 -4.1522  0.44
27 H 2.2844 0.1176 -3.3681  0.40
28 H 5.0403 -0.3612 -4.5094  0.31
29 H 4.0912 1.1780 -4.4453  0.34
30 H 6.0505 1.5592 -3.1224  0.36
31 H 6.0647 -0.0369 -2.3360  -0.09
32 H 4.8562 2.5768 -1.4200  0.41
33 H 3.5106 1.4142 -1.6462  0.27
34 H 4.4606 0.5378 1.6686  0.24
35 H 3.5562 1.8921 0.8868  0.39
36 H 3.2440 0.1060 0.4083  -0.10
37 C 1.1796 2.7613 6.0563  -1.01
38 N 0.6253 3.0385 4.7375  0.16
39 C 1.2499 4.2551 4.2182  -1.22
40 P 0.5425 1.8014 3.5313  0.87
41 O 2.0457 1.4722 3.5524  -0.95
42 N 0.0012 0.2900 4.1190  0.29
43 C -0.6167 0.0561 5.4046  -1.08
44 C 0.7736 -0.8839 3.7218  -0.85
45 N -1.1885 2.1901 3.2636  0.12
46 C -1.4904 2.2751 1.8264  -0.82
47 C -1.9490 3.2128 3.9708  -0.95
48 H 1.1659 3.6670 6.6701  0.39
49 H 2.2098 2.3936 6.0180  0.26
50 H 0.5708 2.0436 6.6021  0.26
51 H 0.8279 4.5140 3.2398  0.36
52 H 2.3322 4.1367 4.0961  0.33
53 H 1.0588 5.1033 4.8809  0.36
54 H 0.1320 -0.0877 6.1920  0.38
55 H -1.2389 -0.8444 5.3714  0.36
56 H -1.2855 0.8645 5.7004  0.24
57 H 1.6619 -1.0165 4.3509  0.27
58 H 1.0983 -0.7989 2.6841  0.17
59 H 0.1641 -1.7902 3.7857  0.36
60 H -1.0774 3.1886 1.3859  0.30
61 H -2.5667 2.2507 1.6417  0.27
62 H -1.0556 1.4185 1.2988  0.20
63 H -1.6387 4.2296 3.7074  0.32
64 H -1.8854 3.0940 5.0504  0.28
65 H -3.0116 3.1142 3.7227  0.38
66 C -4.4527 -0.2235 -4.5796  -1.03
67 N -4.3363 -1.1451 -3.4571  0.19
68 C -3.1359 -1.9637 -3.6500  -1.26
69 P -4.4643 -0.5809 -1.8288  0.85
70 O -3.3343 0.4554 -1.9755  -0.92
71 N -5.7321 0.5399 -1.5801  0.23
72 C -6.8052 0.8195 -2.5070  -1.08
73 C -5.4045 1.7469 -0.8280  -0.87
74 N -5.6853 -1.8588 -1.5197  0.07
75 C -5.4069 -2.5549 -0.2547  -1.06
76 C -6.1696 -2.8254 -2.4973  -0.95
77 H -4.3243 -0.7607 -5.5240  0.38
78 H -3.7154 0.5848 -4.5470  0.27
79 H -5.4483 0.2115 -4.6376  0.27
80 H -3.0366 -2.6952 -2.8398  0.33
81 H -2.2255 -1.3558 -3.6640  0.41
82 H -3.1980 -2.5297 -4.5830  0.33
83 H -6.5095 1.5649 -3.2541  0.37
84 H -7.6775 1.2130 -1.9743  0.34
85 H -7.1551 -0.0743 -3.0234  0.26
86 H -4.9301 2.5044 -1.4632  0.27
87 H -4.7266 1.5163 -0.0057  0.16
88 H -6.3030 2.1820 -0.3802  0.38
89 H -4.5391 -3.2164 -0.3470  0.34
90 H -6.2657 -3.1441 0.0748  0.37
91 H -5.1952 -1.8270 0.5369  0.33
92 H -5.4093 -3.5627 -2.7763  0.32
93 H -6.5389 -2.3422 -3.3993  0.28
94 H -7.0241 -3.3698 -2.0799  0.38

Net charge: 0
2S+1: 1
F_max in eV/A: 7.06
DFT total energy in hartree: -3127.62791
SMILES: CCSCO[P@@](=O)(ON)OCCCCOC.CN(C)P(=O)(N(C)C)N(C)C.CN(C)P(=O)(N(C)C)N(C)C
HOMO-LUMO gap in eV: 7.518

---

# 3
The following is a quantum chemistry calculation of a molecular structure, C22H33I2KNSb, from the OMol25 dataset.

Last column: natural (NBO) charge in e.
Geometry (Å):
1 K 2.2929 -0.8101 -1.4608  0.89
2 I 5.5305 -2.3705 -0.1953  0.14
3 C 4.7448 -1.8645 1.7106  -0.73
4 I 2.6682 -2.2303 1.9065  0.15
5 H 4.9116 -0.8054 1.8657  0.24
6 H 5.2647 -2.4649 2.4455  0.23
7 C 5.6689 3.2831 0.4722  -0.30
8 C 5.3554 1.9381 0.6088  -0.19
9 C 4.1207 1.4610 0.2057  -0.33
10 C 3.1361 2.2885 -0.3802  0.28
11 C 3.4822 3.6537 -0.5050  -0.31
12 C 4.7119 4.1265 -0.0875  -0.19
13 N 1.9949 1.7107 -0.8649  -0.83
14 C 0.8230 2.4153 -0.9630  0.28
15 C -0.1199 2.0567 -1.9465  -0.33
16 C -1.3761 2.6401 -2.0049  -0.20
17 C -1.7565 3.6099 -1.0874  -0.30
18 C -0.8355 3.9912 -0.1145  -0.19
19 C 0.4205 3.4189 -0.0522  -0.32
20 H 6.6295 3.6652 0.7897  0.21
21 H 6.0832 1.2566 1.0388  0.19
22 H 3.8713 0.4130 0.3433  0.15
23 H 2.7716 4.3317 -0.9602  0.21
24 H 4.9381 5.1792 -0.2134  0.20
25 H 0.1654 1.3128 -2.6858  0.19
26 H -2.0660 2.3432 -2.7879  0.20
27 H -2.7363 4.0659 -1.1364  0.21
28 H -1.1082 4.7439 0.6166  0.20
29 H 1.1063 3.7136 0.7323  0.21
30 C -2.9780 -1.6354 -2.8090  -0.63
31 C -2.6423 -0.8052 -1.5714  -0.52
32 C -3.8860 -0.4000 -0.7920  -0.63
33 Sb -1.0531 -1.8086 -0.4945  0.93
34 C -1.8880 -3.7841 -0.1375  -0.51
35 C -1.0494 -4.4531 0.9509  -0.63
36 C -3.3775 -3.8814 0.1717  -0.62
37 C -1.1040 -0.9696 1.5089  -0.51
38 C -2.3695 -1.1544 2.3378  -0.63
39 C -0.6948 0.4979 1.4040  -0.63
40 H -3.6627 -1.0845 -3.4604  0.21
41 H -3.4666 -2.5774 -2.5517  0.20
42 H -2.0891 -1.8744 -3.3982  0.21
43 H -2.1395 0.1065 -1.8988  0.24
44 H -4.3730 -1.2471 -0.3068  0.20
45 H -4.6164 0.0517 -1.4712  0.21
46 H -3.6527 0.3438 -0.0300  0.22
47 H -1.7001 -4.3079 -1.0798  0.21
48 H -1.1862 -3.9603 1.9169  0.20
49 H 0.0187 -4.4371 0.7178  0.21
50 H -1.3420 -5.4993 1.0782  0.21
51 H -3.6480 -3.3348 1.0749  0.21
52 H -3.6573 -4.9281 0.3298  0.21
53 H -3.9948 -3.4991 -0.6404  0.21
54 H -0.2956 -1.5161 2.0094  0.19
55 H -3.2455 -0.7205 1.8576  0.21
56 H -2.2468 -0.6518 3.3026  0.21
57 H -2.5821 -2.2034 2.5437  0.20
58 H -1.4019 1.0807 0.8062  0.22
59 H 0.2884 0.6247 0.9446  0.23
60 H -0.6576 0.9554 2.3972  0.21

Net charge: 0
2S+1: 1
Energy relative to the best compared isomer or geometry (same formula, charge and spin) in kJ/mol: 0.0
F_max in eV/A: 0.15
DFT total energy in hartree: -2348.38573
HOMO-LUMO gap in eV: 5.289

---

The lowest DFT total energy belongs to which entry?
C20H56N7O7P3S

---

Among the records above, which one has the highest DFT total energy?
C22H33I2KNSb

---

Look up the DFT total energy of the first one.
-3091.32237 hartree